ORCA calculation (ωB97M-V/def2-TZVPD) on 2 unconnected molecules or ions with the total composition C2H5O2S at a distorted geometry.

Computed properties:
Charge ... -1
Orbital gap ... 0.2558 Eh
Max |F| ... 1.1 eV/A
HOMO energy ... -2.87 eV
Energy ... -17086.4127 eV
Relative energy (zero: lowest compared OMol25 entry of this formula, charge and spin) ... 16.8 kcal per mole

Each line ends with the Mulliken charge.
Element x y z (Å)
C: 2.14 -0.45 0.01  -0.76
S: 1.21 1.09 -0.40  -0.68
H: 3.08 -0.52 -0.53  0.23
H: 2.36 -0.37 1.07  0.19
H: 1.58 -1.37 -0.13  0.24
O: -2.90 0.91 -1.00  -0.50
C: -2.50 0.39 0.01  0.21
O: -1.41 -0.36 0.10  -0.37
H: -3.02 0.52 0.97  0.28
H: -0.54 0.16 -0.10  0.15